[1]
Density functional theory data (ωB97M-V with the def2-TZVPD basis set) for 2 unconnected molecules or ions with the total composition C4H14N in a non-equilibrium geometry.

CARTESIAN COORDINATES (ANGSTROEM)
C  -1.3992  1.0990  -1.9298
C  -2.3650  0.0720  -1.5019
H  -0.3750  0.7534  -2.0630
H  -1.8850  1.8038  -2.6567
H  -1.3143  1.7970  -1.0848
H  -2.3040  -0.9342  -1.9301
H  -2.3436  0.1754  -0.3624
H  -3.5041  0.0665  -1.4651
C  1.2034  -0.9054  0.7242
C  0.6542  -0.7273  2.1391
N  2.2561  0.1934  0.5525
H  1.6929  -1.8691  0.7138
H  0.4885  -0.7993  -0.0770
H  -0.2755  -1.2576  2.2970
H  0.4623  0.3265  2.3619
H  2.7093  0.4461  1.4325
H  3.0217  -0.1388  -0.0496
H  1.9159  0.9886  0.0154
H  1.3612  -1.0901  2.8841

## Properties
Expectation value of S²: 0.753
HOMO level (spin up / spin down) in eV: -20.535 / -20.534
E in eV: -5843.333
Orbital gap (spin up / spin down) in eV: 13.35 / 6.36
Multiplicity: 2
Total charge: +2

[2]
Density functional theory data (ωB97M-V with the def2-TZVPD basis set) for 2 unconnected molecules or ions with the total composition C4H14N2 in a non-equilibrium geometry.

CARTESIAN COORDINATES (ANGSTROEM)
C  0.1990  1.7680  -1.9797
N  -0.6265  0.9015  -1.1619
C  -0.9766  -0.3069  -1.9049
H  -0.2946  1.9503  -2.9382
H  1.2239  1.3917  -2.1534
H  0.3630  2.7355  -1.4888
H  -0.1188  0.6061  -0.3259
H  -1.6671  -0.0372  -2.7122
H  -0.0929  -0.8000  -2.3393
H  -1.5406  -0.9827  -1.2494
C  0.6488  0.3118  2.2797
N  -0.0745  -0.6408  1.4334
C  0.6410  -1.8905  1.2945
H  1.5947  0.5560  1.7934
H  0.8168  -0.0584  3.2933
H  0.0499  1.2236  2.3545
H  -0.9888  -0.7913  1.8397
H  0.1097  -2.5931  0.6402
H  1.6605  -1.7035  0.9697
H  0.6730  -2.4732  2.2372

## Properties
Expectation value of S²: 0.750
HOMO level (spin up / spin down) in eV: 1.378 / -5.110
E in eV: -7353.003
Orbital gap (spin up / spin down) in eV: 2.69 / 9.01
Multiplicity: 2
Total charge: -1

[3]
Density functional theory data (ωB97M-V with the def2-TZVPD basis set) for 2 unconnected molecules or ions with the total composition C4H14N2.

CARTESIAN COORDINATES (ANGSTROEM)
C  -0.7684  2.9801  -0.7034
N  0.0074  1.8105  -1.0987
H  -0.1694  3.8443  -0.3917
H  -1.4029  2.7387  0.1460
H  -1.3985  3.2906  -1.5337
H  0.7390  2.0912  -1.7410
H  0.4743  1.4117  -0.2885
C  0.9251  -1.0770  0.8223
C  -0.4502  -1.5606  0.3860
C  -0.3972  -2.5239  -0.7922
N  0.8198  0.1873  1.5654
H  1.5273  -0.8893  -0.0712
H  1.4468  -1.8600  1.3912
H  -1.0273  -0.6826  0.0991
H  -0.9838  -2.0240  1.2214
H  0.0958  -3.4604  -0.5368
H  0.1472  -2.0779  -1.6216
H  -1.3952  -2.7430  -1.1684
H  1.6910  0.4267  2.0211
H  0.1192  0.1177  2.2948

## Properties
HOMO level in eV: -8.836
SMILES: CCCN.CN
E in eV: -7355.071
Orbital gap in eV: 9.97
Multiplicity: 1

[4]
Density functional theory data (ωB97M-V with the def2-TZVPD basis set) for 2 unconnected molecules or ions with the total composition C4H14N2.

CARTESIAN COORDINATES (ANGSTROEM)
C  3.0107  2.8129  -1.4024
C  1.5299  2.7275  -1.0528
N  1.3328  2.1389  0.2756
H  3.3502  1.8686  -1.8363
H  3.2290  3.6267  -2.0818
H  3.6055  2.9978  -0.5098
H  1.0588  3.7121  -1.0300
H  1.0072  2.1846  -1.8453
H  0.3556  2.1912  0.5335
H  1.5735  1.1501  0.2713
C  -1.1648  -1.9216  0.6124
C  -1.8809  -3.1645  1.1088
N  -3.3467  -2.9568  1.1825
H  -0.0874  -1.9605  0.4634
H  -1.5990  -1.5657  -0.3192
H  -1.3510  -1.1392  1.3561
H  -1.7129  -4.0711  0.5328
H  -1.5544  -3.3650  2.1315
H  -3.5458  -1.9693  1.2703
H  -3.8102  -3.2966  0.3394

## Properties
HOMO level in eV: -9.281
SMILES: CCN.CCN
E in eV: -7354.829
Orbital gap in eV: 10.12
Multiplicity: 1

[5]
Density functional theory data (ωB97M-V with the def2-TZVPD basis set) for 2 unconnected molecules or ions with the total composition C4H14N2 in a non-equilibrium geometry.

CARTESIAN COORDINATES (ANGSTROEM)
C  -2.5888  1.4149  -1.9378
C  -1.3761  0.7526  -2.6582
C  -0.3296  1.8030  -3.0060
H  -3.2495  1.8391  -2.6896
H  -3.1733  0.7306  -1.3376
H  -2.2724  2.2931  -1.3605
H  -1.0521  -0.0993  -2.0689
H  -1.8477  0.3850  -3.5716
H  0.4739  1.4510  -3.6351
H  0.1189  2.1158  -2.0492
H  -0.8367  2.7234  -3.3037
N  1.3398  -2.5690  2.5778
C  1.3901  -1.2411  1.9747
N  1.4676  -0.1959  3.0074
H  0.3987  -2.8629  2.7825
H  1.8799  -3.2977  2.1351
H  0.4562  -1.1199  1.4182
H  2.2005  -1.0748  1.2614
H  1.3797  -0.6870  3.8910
H  2.3755  0.2522  3.0393

## Properties
HOMO level in eV: -9.229
SMILES: CCC.NCN
E in eV: -7354.624
Orbital gap in eV: 10.19
Multiplicity: 1

[6]
Density functional theory data (ωB97M-V with the def2-TZVPD basis set) for 2 unconnected molecules or ions with the total composition C4H14N2O in a non-equilibrium geometry.

CARTESIAN COORDINATES (ANGSTROEM)
C  -0.6868  -1.2311  1.8228
C  -1.1328  -0.7038  0.4576
C  -2.5858  -0.1880  0.5207
N  -0.2274  0.3270  -0.1123
C  0.0532  0.1271  -1.5170
N  1.2512  0.8617  -1.9359
H  -1.2154  -0.6824  2.5907
H  0.3863  -1.1721  2.0029
H  -1.0325  -2.2663  1.8959
H  -1.1590  -1.5359  -0.2295
H  -3.1662  -0.8933  1.1284
H  -3.0595  -0.1287  -0.4602
H  -2.5798  0.7958  0.9926
H  -0.7393  1.1943  0.0004
H  -0.7303  0.3040  -2.2553
H  0.2180  -0.9443  -1.6687
H  1.6094  1.4595  -1.1899
H  0.9150  1.6648  -2.4907
H  2.6691  0.8551  1.4335
H  2.4181  0.3400  -0.0520
O  3.0786  0.5601  0.6156

## Properties
Expectation value of S²: 0.750
HOMO level (spin up / spin down) in eV: 1.220 / -5.608
E in eV: -9400.941
Orbital gap (spin up / spin down) in eV: 2.81 / 9.49
Multiplicity: 2
Total charge: -1

[7]
Density functional theory data (ωB97M-V with the def2-TZVPD basis set) for 2 unconnected molecules or ions with the total composition C4H14N2O in a non-equilibrium geometry.

CARTESIAN COORDINATES (ANGSTROEM)
C  -0.0801  1.7506  -1.2023
N  0.1803  1.1810  -2.5278
C  0.5165  1.0473  0.0706
C  0.7504  -0.4552  -0.1496
C  0.6686  -1.3487  1.0832
N  0.4405  -2.7631  0.8101
H  -1.1465  1.8870  -1.0678
H  0.4057  2.7216  -1.3232
H  1.1624  1.0491  -2.7433
H  -0.2058  0.2604  -2.6916
H  -0.2231  1.2109  0.8536
H  1.3861  1.6317  0.3813
H  1.7047  -0.6360  -0.6586
H  -0.0586  -0.7633  -0.8093
H  1.5537  -1.2003  1.7047
H  -0.1801  -0.9805  1.6588
H  1.0803  -3.0296  0.0882
H  -0.5314  -2.9398  0.5775
H  -2.8933  1.0958  1.9433
H  -2.2774  -0.1458  2.4004
O  -2.2530  0.4269  1.6017

## Properties
Expectation value of S²: 0.751
HOMO level (spin up / spin down) in eV: 0.902 / -6.016
E in eV: -9401.255
Orbital gap (spin up / spin down) in eV: 2.70 / 9.52
Multiplicity: 2
Total charge: -1

[8]
Density functional theory data (ωB97M-V with the def2-TZVPD basis set) for 2 unconnected molecules or ions with the total composition C4H14N2O in a non-equilibrium geometry.

CARTESIAN COORDINATES (ANGSTROEM)
N  -0.5645  -2.0632  0.7705
C  -0.0377  -1.0918  1.6589
C  -0.1071  0.4051  1.1486
N  0.3334  0.4506  -0.2344
C  -0.1492  1.7027  -0.8188
C  1.7602  0.3245  -0.3899
H  -1.4702  -1.9064  0.3731
H  -0.0023  -2.7176  0.2639
H  -0.4084  -1.3236  2.6681
H  1.0464  -1.2590  1.8619
H  -1.1034  0.7122  1.4383
H  0.5713  1.0312  1.7756
H  0.1121  1.5665  -1.8803
H  0.3591  2.5925  -0.3874
H  -1.2308  1.9120  -0.8258
H  2.1053  -0.6204  0.0162
H  1.9320  0.4031  -1.4616
H  2.2630  1.0505  0.2658
H  -1.7963  -0.6607  -2.8050
H  -1.5905  0.1608  -1.5690
O  -2.0226  -0.6692  -1.8688

## Properties
HOMO level in eV: -8.263
SMILES: CN(C)CCN.O
E in eV: -9401.340
Orbital gap in eV: 9.14
Multiplicity: 1